# 1
Entry from the OMol25 dataset: an isolated molecule of C5H7Cl in a non-equilibrium geometry (ωB97M-V/def2-TZVPD).

Geometry as ORCA input:
```
! wB97M-V def2-TZVPD RIJCOSX def2/J DEFGRID3
* xyz 0 1
C -0.998 -1.366 0.009
H -0.302 -2.025 0.447
C 0.060 -0.111 -0.217
H 0.157 2.090 -0.318
Cl -3.303 0.010 -0.573
C 0.552 1.051 -0.176
H 2.525 2.044 -0.231
C 2.151 1.032 -0.180
H -1.212 -1.672 -0.960
C -2.277 -1.070 0.601
H -2.373 -1.051 1.664
H 2.601 0.378 -0.832
H 2.419 0.690 0.767
*
```

Summary:
E_HOMO (spin up / spin down) (eV): -8.7 / -7.7
ΔE to the lowest compared entry with this formula, charge and spin (kcal per mole): 128.9
LUMO (spin up / spin down) (eV): 0.2 / -0.4
Frontier orbital gap (spin up / spin down) (eV): 8.89 / 7.30

---

# 2
Entry from the OMol25 dataset: an isolated molecule of C5H7Cl2NO3S in a non-equilibrium geometry (ωB97M-V/def2-TZVPD).

Geometry as ORCA input:
```
! wB97M-V def2-TZVPD RIJCOSX def2/J DEFGRID3
* xyz 0 1
O -0.277 -3.104 0.297
H 1.791 1.955 2.292
H -1.688 -1.676 -2.540
H -2.657 -0.214 -1.900
H -0.240 0.296 -2.313
N -0.062 1.444 0.261
H 2.844 0.507 1.675
Cl -0.828 3.005 0.829
H -1.981 -1.464 -0.838
C -0.606 -0.120 -1.427
Cl -1.425 -1.025 1.847
C -1.880 -0.936 -1.696
C 2.132 1.360 1.495
O -1.000 1.042 -0.623
C 0.521 -0.830 -0.883
S 0.166 -1.772 0.587
H 2.723 2.185 1.083
C 1.099 1.017 0.496
O 1.367 -1.669 1.358
*
```

Summary:
E_HOMO (spin up / spin down) (eV): -9.7 / -9.7
ΔE to the lowest compared entry with this formula, charge and spin (kcal per mole): 104.1
LUMO (spin up / spin down) (eV): -1.8 / -1.8
Frontier orbital gap (spin up / spin down) (eV): 7.94 / 7.94

---

# 3
Entry from the OMol25 dataset: the ion C5H7ClIN2 with charge +1 in a non-equilibrium geometry (ωB97M-V/def2-TZVPD).

Geometry as ORCA input:
```
! wB97M-V def2-TZVPD RIJCOSX def2/J DEFGRID3
* xyz 1 1
C -0.816 1.909 1.348
C -1.629 -0.001 0.064
H 0.120 1.561 1.225
N -0.632 -0.603 -0.462
C 1.316 -1.652 0.382
H -2.736 1.254 1.195
C 1.433 -0.491 -1.806
N -1.750 1.039 0.943
H 1.099 0.555 -2.162
Cl -1.175 3.382 2.008
H 1.428 -1.314 -2.405
H -2.591 -0.396 -0.317
I 0.496 -2.303 2.122
C 0.706 -0.838 -0.550
H 2.426 -0.091 -1.592
H 2.306 -2.010 0.009
*
```

Summary:
E_HOMO (spin up / spin down) (eV): -11.6 / -11.6
ΔE to the lowest compared entry with this formula, charge and spin (kcal per mole): 53.8
LUMO (spin up / spin down) (eV): -6.4 / -6.4
Structure (SMILES): CC(=C/I)/N=C\[NH+]=C\Cl
Frontier orbital gap (spin up / spin down) (eV): 5.18 / 5.18

---

# 4
Entry from the OMol25 dataset: an isolated molecule of C5H7ClN2 in a non-equilibrium geometry (ωB97M-V/def2-TZVPD).

Geometry as ORCA input:
```
! wB97M-V def2-TZVPD RIJCOSX def2/J DEFGRID3
* xyz 0 1
H 1.450 1.945 -0.737
Cl 2.874 -0.445 -0.074
C 0.309 0.751 0.537
H 0.123 2.667 -0.190
N 0.442 1.774 -0.527
C -1.019 -1.312 0.033
H 0.699 1.155 1.462
H -1.004 -0.074 -1.533
H -1.812 0.407 1.367
C 0.420 -1.539 -0.193
H 0.806 -2.532 -0.539
H -1.712 -2.046 0.401
C -1.107 0.079 0.595
C 1.141 -0.497 0.134
N -1.612 -0.334 -0.737
*
```

Summary:
E_HOMO (eV): -8.9
ΔE to the lowest compared entry with this formula, charge and spin (kcal per mole): 46.6
LUMO (eV): 0.9
Structure (SMILES): N[C@@H]1C(Cl)=C[C@@H]2N[C@@H]21
Frontier orbital gap (eV): 9.81